(1)
Below is one molecule with the formula C2H5N5O2 at a distorted geometry, with properties calculated with ωB97M-V with the def2-TZVPD basis set.

## Properties
HOMO energy in eV: -8.04
ΔE to the lowest compared entry with this formula, charge and spin in kJ/mol: 164.61
Gap between HOMO and LUMO in eV: 8.78
Net charge: 0
Multiplicity: 1

Geometry as XYZ:
```
14
C2H5N5O2, DFT ωB97M-V with the def2-TZVPD basis set
N 1.5336 2.0438 0.6170
N 0.2631 1.4559 0.5083
C 0.2611 0.3081 0.0910
O 1.2598 -0.5099 -0.2343
C 0.7882 -1.7840 -0.7165
O 1.4470 -2.6012 -1.2110
N -0.5412 -1.6813 -0.5156
N -0.9018 -0.4142 -0.1470
N -2.1090 -0.1140 0.4955
H 2.1553 1.7801 -0.1854
H 1.4875 3.0288 0.5854
H -1.2446 -2.3637 -0.8110
H -1.9200 0.1382 1.4582
H -2.4792 0.7132 0.0655
```

(2)
Below is a 2-piece molecular cluster, C2H7N5 overall at a distorted geometry, with properties calculated with ωB97M-V with the def2-TZVPD basis set.

## Properties
HOMO energy (spin up / spin down) in eV: -7.25 / -7.25
ΔE to the lowest compared entry with this formula, charge and spin in kJ/mol: 599.27
Gap between HOMO and LUMO (spin up / spin down) in eV: 7.05 / 7.05
Net charge: 0
Multiplicity: 1

Geometry as XYZ:
```
14
C2H7N5, DFT ωB97M-V with the def2-TZVPD basis set
N -1.1267 -1.0218 1.0779
C -0.9565 -0.3362 -0.1388
N -1.9248 0.0545 -0.9048
H -1.8270 -0.6350 1.6952
H -0.2831 -1.2935 1.5615
H -2.7144 -0.5812 -0.8079
H 0.0840 -1.1017 -0.9356
C 0.6958 1.4378 0.6258
N 1.0419 -0.1278 -1.1436
N 0.2663 0.5569 -0.2194
N 2.2972 -0.0765 -0.9369
H 2.7383 -0.4830 -1.7634
H -0.0324 1.9047 1.2707
H 1.7415 1.7029 0.6191
```

(3)
Below is an isolated ion of composition C4H14N3 and charge +1 at a distorted geometry, with properties calculated with ωB97M-V with the def2-TZVPD basis set.

## Properties
HOMO energy in eV: -13.48
ΔE to the lowest compared entry with this formula, charge and spin in kJ/mol: 105.33
Gap between HOMO and LUMO in eV: 10.26
Net charge: +1
Multiplicity: 1

Geometry as XYZ:
```
21
C4H14N3, DFT ωB97M-V with the def2-TZVPD basis set
N -1.5819 -1.7489 -0.7534
C -1.4342 -0.5577 -1.5872
C -0.0580 0.0794 -1.3381
C 0.3394 0.0408 0.1334
N -0.7471 0.6996 0.9402
C 1.6801 0.7045 0.4862
N 1.9125 0.7764 1.9130
H -2.4318 -2.2501 -0.9767
H -0.8031 -2.3663 -0.9675
H -2.1590 0.2292 -1.3948
H -1.5613 -0.8652 -2.6243
H -0.0388 1.1422 -1.6139
H 0.7542 -0.3564 -1.9293
H 0.3569 -1.0007 0.4590
H -0.3274 1.1199 1.7756
H -1.5834 0.1667 1.1249
H -1.0042 1.5305 0.3867
H 1.5302 1.7451 0.1582
H 2.5137 0.2486 -0.0478
H 1.7126 -0.0483 2.4506
H 1.8849 1.6584 2.3843
```

(4)
Below is C25H32GeS4Sb2Tc as an isolated structure, with properties calculated with ωB97M-V with the def2-TZVPD basis set.

## Properties
HOMO energy in eV: -17.06
ΔE to the lowest compared entry with this formula, charge and spin in kJ/mol: 32.75
Gap between HOMO and LUMO in eV: 5.02
Net charge: +3
Multiplicity: 1

Geometry as XYZ:
```
65
C25H32GeS4Sb2Tc, DFT ωB97M-V with the def2-TZVPD basis set
Tc -0.1178 0.7553 1.7650
S -3.1660 4.4661 1.7624
Sb -1.4164 4.2612 2.9853
S 0.3412 2.7921 1.4252
S -1.8184 0.6850 2.8543
S -0.3667 4.4611 4.8341
C -1.1340 -3.3477 -2.0468
C -2.4640 -2.7395 -1.7507
C -3.6007 -3.4055 -2.2134
C -4.8764 -2.9325 -1.9928
C -5.0834 -1.7445 -1.3127
C -3.9897 -1.0331 -0.8508
C -2.7046 -1.5326 -1.0718
Sb -1.2338 -0.1373 -0.5654
C -1.4418 1.5655 -1.7624
C -1.8522 2.7737 -1.2001
C -2.0261 3.8777 -2.0191
C -1.7747 3.7672 -3.3765
C -1.3925 2.5566 -3.9272
C -1.2401 1.4140 -3.1431
C -0.9299 0.0996 -3.7894
C 0.7462 -0.7783 -0.3013
C 1.7657 -0.2294 -1.1066
C 2.9952 -0.8501 -1.1682
C 3.2233 -1.9911 -0.4035
C 2.2501 -2.5017 0.4352
C 0.9887 -1.9193 0.5015
C -0.0650 -2.5465 1.3681
H -1.2164 -3.9912 -2.9173
H -0.7951 -3.9738 -1.2308
H -0.3608 -2.6128 -2.2633
H -3.4681 -4.3228 -2.7655
H -5.7188 -3.4929 -2.3641
H -6.0798 -1.3712 -1.1520
H -4.1462 -0.0926 -0.3301
H -2.0599 2.8591 -0.1335
H -2.3623 4.8122 -1.6057
H -1.8871 4.6273 -4.0148
H -1.2150 2.4878 -4.9893
H -0.5446 0.2422 -4.7947
H -1.8310 -0.5126 -3.8667
H -0.1767 -0.4731 -3.2455
H 1.5687 0.6535 -1.7061
H 3.7705 -0.4625 -1.8033
H 4.1784 -2.4855 -0.4632
H 2.4626 -3.3841 1.0200
H 0.3808 -3.0609 2.2166
H -0.6470 -3.2811 0.8169
H -0.7864 -1.8337 1.7875
C 3.8089 1.4911 1.2691
Ge 3.1811 0.9519 3.0305
C 2.8936 2.4443 4.2322
C 4.1331 -0.5596 3.7909
C 1.2618 -0.0014 2.9247
H 4.6507 2.1657 1.4115
H 3.0578 2.0289 0.6933
H 4.1631 0.6294 0.6948
H 3.8793 2.8307 4.4834
H 2.4095 2.1427 5.1570
H 2.3372 3.2536 3.7674
H 5.1532 -0.2459 3.9874
H 4.1659 -1.3999 3.1028
H 3.6971 -0.8766 4.7331
H 0.9911 0.0239 3.9855
H 1.5348 -0.9961 2.6122
```

(5)
Below is a 2-piece molecular cluster, C21H33N2O5 overall at a distorted geometry, with properties calculated with ωB97M-V with the def2-TZVPD basis set.

## Properties
HOMO energy (spin up / spin down) in eV: -8.19 / -9.47
Expectation value of S²: 0.754
Gap between HOMO and LUMO (spin up / spin down) in eV: 7.73 / 9.01
Net charge: 0
Multiplicity: 2

Geometry as XYZ:
```
61
C21H33N2O5, DFT ωB97M-V with the def2-TZVPD basis set
C 4.2821 -2.6463 0.9421
C 3.9371 -1.7597 -0.2353
O 3.8530 -0.3694 0.1213
C 2.7316 -0.0981 0.8668
O 2.8214 0.2889 2.0382
C 1.3934 -0.2495 0.1636
C 0.5092 0.9496 0.4530
C -0.9776 0.7746 0.0944
C -1.5571 -0.5999 0.4113
C -1.5351 -1.5176 -0.8079
C -2.2168 -2.8778 -0.5537
C -1.2142 -4.0159 -0.8630
C -3.4152 -3.0592 -1.4875
N -2.6054 -3.0111 0.8657
O -1.6514 -3.3812 1.6323
C -3.4727 -1.9305 1.4045
C -4.9671 -2.1739 1.0814
C -3.3151 -1.9123 2.9282
C -3.0081 -0.5516 0.8814
H 5.3516 -2.6605 1.1141
H 3.7757 -2.3506 1.8535
H 3.9833 -3.6663 0.7106
H 4.7324 -1.8181 -0.9695
H 3.0257 -2.0729 -0.7405
H 1.5559 -0.3715 -0.9040
H 0.9766 -1.1864 0.5283
H 0.8911 1.7668 -0.1562
H 0.5823 1.2508 1.4904
H -1.5303 1.5016 0.6883
H -1.1691 1.0452 -0.9416
H -0.9749 -1.0418 1.2216
H -2.1263 -0.9862 -1.5563
H -0.5431 -1.6286 -1.2311
H -0.2311 -3.7167 -0.5171
H -1.4915 -4.9352 -0.3663
H -1.1447 -4.1345 -1.9389
H -3.0273 -3.1125 -2.4970
H -4.1286 -2.2469 -1.4000
H -3.8945 -4.0115 -1.2787
H -5.3921 -1.3313 0.5471
H -5.1170 -3.0825 0.5121
H -5.5270 -2.2517 2.0060
H -4.0869 -1.2602 3.3294
H -2.3577 -1.5026 3.2264
H -3.4582 -2.8982 3.3529
H -3.5992 -0.2424 0.0201
H -3.1307 0.1692 1.6825
C 3.5457 6.4024 0.0930
C 3.0625 7.0108 -1.0579
C 2.4805 6.2470 -2.0559
C 2.3908 4.8794 -1.8787
C 2.8704 4.2540 -0.7429
C 3.4526 5.0259 0.2485
N 1.7595 4.0641 -2.9280
O 1.3730 4.6281 -3.9266
O 1.6632 2.8729 -2.7263
H 3.9967 7.0031 0.8715
H 3.1375 8.0823 -1.1782
H 2.1029 6.7111 -2.9542
H 2.7960 3.1831 -0.6298
H 3.8323 4.5519 1.1426
```

(6)
Below is a 2-piece molecular cluster, C3H3O3PS2 overall at a distorted geometry, with properties calculated with ωB97M-V with the def2-TZVPD basis set.

## Properties
HOMO energy (spin up / spin down) in eV: 1.14 / 0.13
Expectation value of S²: 2.013
Gap between HOMO and LUMO (spin up / spin down) in eV: 4.00 / 3.74
Net charge: -2
Multiplicity: 3

Geometry as XYZ:
```
12
C3H3O3PS2, DFT ωB97M-V with the def2-TZVPD basis set
C 0.5530 -0.0552 -0.2893
C 2.6973 -0.4057 -0.6161
C 0.3582 0.5479 0.9180
O 5.2116 0.7249 -0.4953
O 3.2274 2.3023 -0.7820
O 3.4138 0.8652 1.3613
P 3.7587 1.0667 -0.0861
S 3.1285 -1.9594 -0.3929
S 1.9136 -3.4075 0.1005
H 0.0441 -0.2368 -1.1649
H -0.7273 0.7505 1.2077
H 1.2256 0.8018 1.4713
```

Number 1: total energy -13697.840 eV. Number 2: total energy -9631.828 eV. Number 3: total energy -8838.931 eV. Number 4: total energy -141544.004 eV. Number 5: total energy -35525.378 eV. Number 6: total energy -40256.422 eV.